This record from the OMol25 dataset describes C4H10I2N as an isolated structure in a non-equilibrium geometry. The level of theory is ωB97M-V/def2-TZVPD.

Last column: Mulliken charge in e.
Positions of all 17 atoms, in Å:
C: 0.33 -1.43 -0.07  -0.929
C: 0.05 0.59 -1.42  -1.126
C: 0.44 0.96 0.98  -0.949
C: -2.74 0.04 0.70  -0.634
N: 0.10 -0.02 -0.10  0.153
I: -3.18 1.86 -0.13  0.378
I: -3.38 -1.69 -0.12  0.419
H: -0.42 -1.82 -0.73  0.351
H: 1.42 -1.53 -0.22  0.376
H: 0.25 -1.78 1.00  0.257
H: -0.20 1.60 -1.24  0.394
H: 0.94 0.35 -1.84  0.420
H: -0.67 0.02 -1.94  0.355
H: 1.47 1.50 0.77  0.278
H: -0.22 1.72 0.86  0.366
H: 0.26 0.40 1.83  0.371
H: -2.23 0.11 1.56  0.519

The calculation puts the energy above the lowest of the compared OMol25 structures with the same formula, charge and spin at 78.5 kcal per mole. As for the HOMO-LUMO gap: 5.72 eV. As for the molecular weight: 325.939 g mol⁻¹. Its total charge is +1.



This record from the OMol25 dataset describes C46H45CaN2O2PS3Si2 as an isolated structure in a non-equilibrium geometry. The level of theory is ωB97M-V/def2-TZVPD.

Last column: Mulliken charge in e.
Positions of all 102 atoms, in Å:
Ca: -14.64 -15.18 13.42  1.217
S: -14.35 -13.58 15.61  -0.328
C: -15.90 -14.14 15.92  0.772
S: -16.94 -14.95 14.77  -0.489
C: -16.42 -14.01 17.28  0.038
C: -17.80 -13.95 17.41  0.011
N: -18.96 -13.84 17.53  -0.651
C: -15.74 -13.68 18.48  0.123
N: -15.29 -13.51 19.55  -0.675
C: -9.59 -13.47 12.22  -0.882
Si: -9.14 -11.91 13.10  0.283
C: -10.41 -10.46 12.91  -1.225
C: -7.42 -11.31 12.80  0.109
C: -6.63 -10.79 11.79  -0.514
C: -5.25 -10.56 11.93  -0.671
C: -4.67 -10.67 13.22  -0.247
C: -5.45 -11.02 14.32  -0.749
C: -6.82 -11.37 14.09  0.458
Si: -8.12 -11.94 15.28  0.213
C: -7.81 -13.57 16.19  -1.120
C: -8.69 -10.57 16.49  -1.127
H: -10.30 -14.14 12.78  0.166
H: -8.69 -14.10 12.11  0.334
H: -9.92 -13.22 11.18  0.327
H: -11.33 -10.65 13.50  0.369
H: -10.68 -10.48 11.88  0.401
H: -9.99 -9.51 13.15  0.370
H: -7.11 -10.66 10.83  0.394
H: -4.66 -10.29 11.10  0.451
H: -3.60 -10.49 13.40  0.312
H: -4.98 -10.98 15.31  0.348
H: -7.67 -13.43 17.26  0.333
H: -6.97 -14.14 15.81  0.328
H: -8.71 -14.16 16.04  0.295
H: -8.40 -9.57 16.15  0.320
H: -8.42 -10.82 17.51  0.326
H: -9.79 -10.55 16.34  0.357
O: -13.02 -16.58 13.83  -0.576
S: -11.83 -17.13 14.73  0.470
C: -11.24 -18.69 13.81  -0.519
C: -10.98 -18.66 12.36  -0.131
C: -9.71 -18.42 11.83  -0.380
C: -9.50 -18.41 10.46  -0.587
C: -10.53 -18.71 9.61  -0.537
C: -11.86 -18.81 10.11  -0.349
C: -12.09 -18.70 11.46  -0.470
C: -12.52 -18.00 16.18  -1.180
C: -13.79 -18.81 16.02  0.394
C: -14.97 -18.06 16.08  -0.080
C: -16.24 -18.68 16.00  -0.624
C: -16.28 -20.02 15.64  -0.395
C: -15.08 -20.80 15.60  -0.715
C: -13.83 -20.19 15.82  -0.080
H: -11.94 -19.57 14.10  0.174
H: -10.25 -18.88 14.33  0.386
H: -8.85 -18.13 12.46  0.258
H: -8.53 -18.13 10.09  0.395
H: -10.32 -18.86 8.55  0.358
H: -12.78 -18.76 9.43  0.257
H: -13.11 -18.71 11.78  0.474
H: -12.70 -17.23 16.99  0.472
H: -11.75 -18.69 16.57  0.444
H: -14.83 -17.00 16.33  0.252
H: -17.13 -18.08 16.17  0.431
H: -17.29 -20.52 15.58  0.324
H: -15.16 -21.84 15.27  0.340
H: -12.91 -20.79 15.82  0.379
O: -15.10 -14.09 11.58  -0.664
P: -15.74 -14.15 10.21  0.918
C: -16.95 -12.86 10.01  0.242
C: -17.59 -12.31 11.16  -0.626
C: -18.65 -11.43 11.03  -0.625
C: -19.30 -11.29 9.84  -0.304
C: -18.77 -11.89 8.68  -0.810
C: -17.67 -12.73 8.78  -0.426
C: -16.56 -15.74 10.00  0.347
C: -17.19 -16.29 11.14  -0.771
C: -17.72 -17.59 11.02  -0.600
C: -17.71 -18.26 9.79  -0.556
C: -17.27 -17.66 8.62  -0.663
C: -16.70 -16.38 8.73  -0.070
C: -14.50 -14.13 8.88  0.504
C: -13.86 -15.30 8.63  -0.721
C: -13.04 -15.41 7.50  -0.651
C: -12.92 -14.37 6.61  -0.527
C: -13.60 -13.18 6.86  -0.535
C: -14.43 -13.10 7.94  -0.597
H: -17.21 -12.55 12.12  0.428
H: -18.93 -10.89 11.91  0.406
H: -20.18 -10.67 9.79  0.321
H: -19.35 -11.91 7.73  0.264
H: -17.41 -13.25 7.88  0.347
H: -17.23 -15.75 12.08  0.637
H: -18.05 -18.13 11.94  0.345
H: -18.20 -19.21 9.81  0.362
H: -17.34 -18.16 7.68  0.429
H: -16.28 -15.82 7.84  0.262
H: -14.00 -16.20 9.26  0.564
H: -12.46 -16.32 7.30  0.398
H: -12.22 -14.46 5.78  0.352
H: -13.43 -12.36 6.21  0.420
H: -14.90 -12.15 8.09  0.438

The calculation puts the energy above the lowest of the compared OMol25 structures with the same formula, charge and spin at 0.0 kcal per mole. As for the HOMO-LUMO gap (alpha / beta): 3.00 / 2.77 eV. As for the molecular weight: 881.303 g mol⁻¹. Its total charge is -2.